Below is a cluster of 2 separate species, C5H16NO in total in a non-equilibrium geometry, with properties calculated with ωB97M-V/def2-TZVPD.

Summary:
Highest occupied orbital energy: -14.65 eV
Total energy: -8975.1193 eV
Multiplicity: 1
Relative energy (zero: lowest compared OMol25 entry of this formula, charge and spin): 32.19 kcal per mole
Orbital gap: 11.4 eV
Net charge: +1

The geometry in XYZ format:
```
23
Properties=species:S:1:pos:R:3:forces:R:3
C 1.02626 -0.14299 -0.39119 -0.7901 -1.1253 0.5700
C -0.53526 -0.06177 -0.48701 1.5776 1.4359 0.5994
C -1.18307 -1.36297 -0.75862 0.4753 -3.1163 -1.0505
C -0.91531 1.01493 -1.52769 -0.2261 -0.9758 -0.8995
C -2.12461 1.81156 -1.12541 -1.5606 1.3124 -0.9846
N 1.51002 -1.24563 0.62229 0.0851 1.3195 0.5671
H 1.55911 -0.47764 -1.28374 -0.6102 0.2661 -0.3346
H 1.42775 0.81562 -0.10342 0.2540 0.1305 0.3877
H -0.87872 0.29521 0.50288 0.2431 0.0035 -0.3081
H -1.48906 -1.53191 -1.81400 -1.0529 0.8191 0.7986
H -1.83261 -1.78949 0.02195 -0.3445 0.6203 -0.6708
H -0.45367 -2.18561 -0.88294 0.5174 0.1375 0.6810
H -1.20463 0.46016 -2.45381 0.4919 0.3499 0.5710
H -0.10318 1.68958 -1.84369 -0.0808 -0.2659 0.4353
H -1.89219 2.79895 -0.72070 0.1542 -0.3240 0.6413
H -2.92673 1.31517 -0.53834 0.8623 0.0564 -0.1287
H -2.63907 2.12043 -2.05766 0.0920 -0.2633 0.3378
H 2.43349 -1.46728 0.25835 -0.2005 -1.0515 0.2084
H 0.84041 -2.00799 0.72940 0.3217 -0.3717 -0.9365
H 1.67532 -0.96733 1.63364 -0.1092 0.9295 -0.8580
H 2.08460 1.02107 2.78658 -0.0784 0.4173 0.1619
H 0.84179 0.16252 3.21156 0.1569 0.4395 0.2629
O 1.76865 0.13194 2.94466 -0.1781 -0.7435 -0.0513
```
Positions in Å, forces in eV/Å.

Atomic partial charges in e from the Mulliken method, atoms 1 to 8: atom 1 (C): -1.12, atom 2 (C): 0.93, atom 3 (C): -1.51, atom 4 (C): -0.53, atom 5 (C): -1.30, atom 6 (N): -0.20, atom 7 (H): 0.36, atom 8 (H): 0.38